The following is a quantum chemistry calculation of one molecule with the formula C4H8O2, from the Open Molecules 2025 dataset.

Output
* max |F|: 0.0102 hartree/bohr
* lowest unoccupied orbital energy: 0.0363 hartree
* E_tot: -8372.8603 eV
* SMILES: CC(C)OC=O
* relative energy (zero: lowest compared OMol25 entry of this formula, charge and spin): 0.421 eV
* highest occupied orbital energy: -10.7 eV
* HOMO-LUMO gap: 0.429 Eh

Geometry as ORCA input:
```
! RIJCOSX wB97M-V def2-TZVPD def2/J DEFGRID3
* xyz 0 1
H 1.4380 -1.3159 -1.2974
C 0.8802 1.2441 -0.2922
C 0.8842 -1.2928 -0.3531
H 0.2491 -2.1825 -0.3031
C 0.0491 -0.0281 -0.2688
O -2.6795 0.2128 0.0076
C -1.9829 0.0643 0.9786
H 1.5849 1.2544 0.5458
H 1.4522 1.3103 -1.2239
H 1.6025 -1.3327 0.4727
H -0.7033 -0.0087 -1.0610
H -2.3599 0.0157 2.0120
H 0.2386 2.1274 -0.2169
O -0.6532 -0.0684 0.9998
*
```